Entry 1:
Entry from the OMol25 dataset: a single C3H10N4O molecule in a non-equilibrium geometry (ωB97M-V/def2-TZVPD).

As for the SMILES: CN(C)/C(=N/N)NO. As for the total charge: 0. Its relative energy (zero: lowest compared OMol25 entry of this formula, charge and spin) is 8.116 eV. The total energy comes out at -414.3150 a.u.

CARTESIAN COORDINATES (ANGSTROEM)
C (-0.7979, 0.2735, 1.6754)
C (0.2814, 1.8627, 0.1726)
C (0.0889, -0.2602, -0.4454)
H (-1.1465, 1.2119, 2.1596)
H (0.3858, -0.1225, 1.8858)
H (-1.8745, -0.4333, 1.6639)
H (-0.1388, 2.7377, 0.3411)
H (1.1958, 1.7014, 0.6388)
H (0.3685, 2.2761, -0.9112)
H (-0.2533, -2.0452, -0.9819)
H (-1.8538, -0.0802, -0.4257)
H (1.7108, -2.1864, -0.6564)
H (2.5763, -1.3455, -1.9083)
N (-0.6564, 0.7711, 0.1420)
N (-0.6812, -1.3958, -0.3022)
N (1.2392, -0.2422, -0.9166)
N (1.5358, -1.5327, -1.6295)
O (-1.9801, -1.1905, -0.5021)

Forces on the atoms, in the same order (eV/Å):
-1.03 -0.45 -1.88
-0.66 0.28 -4.88
-2.66 -1.91 0.83
0.91 -0.71 0.22
-3.93 0.82 0.24
3.95 1.39 0.34
-2.42 3.91 2.91
1.54 -0.40 0.69
1.00 -1.76 0.99
-1.12 -0.11 0.22
-1.83 -2.76 -0.47
-0.32 1.58 -3.55
-2.46 -0.58 0.47
2.11 -0.12 2.58
4.48 -2.67 -1.12
1.89 -0.14 -1.77
3.16 -0.31 4.30
-2.61 3.93 -0.13

=====

Entry 2:
Entry from the OMol25 dataset: 3 unconnected molecules or ions with the total composition C29H52FN6O4 in a non-equilibrium geometry (ωB97M-V/def2-TZVPD).

As for the total charge: +1. Its spin multiplicity is 3. Its expectation value of S² is 2.01. The total energy comes out at -1864.6095 a.u.

CARTESIAN COORDINATES (ANGSTROEM)
N (2.7323, -3.0755, -0.7287)
C (2.6138, -4.4390, -0.8396)
N (3.1429, -5.2955, 0.3223)
N (2.0449, -5.1904, -2.0310)
C (0.5950, -4.8457, -2.2902)
C (-0.2103, -5.8990, -3.2543)
C (0.7327, -6.7762, -4.2686)
C (1.1385, -5.9762, -5.6697)
C (2.4474, -5.0226, -5.2516)
C (2.1285, -3.4135, -5.0659)
C (3.3738, -2.4361, -4.6074)
C (3.0435, -0.8375, -4.3947)
O (2.3034, -0.1787, -5.3179)
O (3.5373, -0.1843, -3.1521)
F (2.4568, -0.1222, -2.3633)
C (4.8418, -3.1506, -4.3615)
C (4.9805, -4.7918, -4.6108)
N (3.8045, -5.6725, -5.0382)
H (2.3492, -2.6623, -1.6075)
H (2.2984, -5.5648, 0.8803)
H (3.8430, -4.7697, 0.8910)
H (2.2084, -6.2139, -1.9102)
H (0.4428, -3.7701, -2.7264)
H (0.0317, -4.8622, -1.2384)
H (-0.8117, -6.6459, -2.5471)
H (-1.0428, -5.2824, -3.8289)
H (0.0832, -7.7261, -4.5858)
H (1.7222, -7.1892, -3.7992)
H (0.2368, -5.3370, -6.0535)
H (1.4130, -6.7481, -6.5074)
H (1.0368, -2.9704, -5.2568)
H (5.7719, -2.5105, -4.0067)
H (6.0193, -5.3547, -4.4406)
H (3.9623, -6.7056, -5.1568)
C (-1.9165, 4.4989, -1.8181)
C (-1.0518, 4.7819, -0.5521)
C (0.0598, 5.8255, -0.8678)
C (1.2475, 5.2649, -1.6385)
C (1.8006, 4.0246, -0.9470)
C (0.7147, 2.9420, -0.7217)
N (-0.5080, 3.4820, -0.0303)
O (-0.1823, 3.6667, 1.3250)
C (0.3356, 2.3215, -2.0953)
C (1.3564, 1.7431, 0.0530)
C (-2.0482, 5.4814, 0.4346)
H (-2.0244, 3.4285, -2.0248)
H (-2.9455, 4.8569, -1.7086)
H (-1.5046, 4.9743, -2.7143)
H (0.4412, 6.2531, 0.0699)
H (-0.3630, 6.6682, -1.4306)
H (0.9622, 5.0402, -2.6713)
H (2.0331, 6.0264, -1.6985)
H (2.6214, 3.6179, -1.5469)
H (2.2398, 4.3227, 0.0149)
H (-0.4625, 1.5776, -1.9855)
H (1.1943, 1.8124, -2.5449)
H (0.0109, 3.0615, -2.8299)
H (1.8044, 2.0479, 1.0053)
H (2.1641, 1.2846, -0.5307)
H (0.6169, 0.9601, 0.2569)
H (-2.8479, 4.7992, 0.7444)
H (-2.5195, 6.3513, -0.0414)
H (-1.5521, 5.8615, 1.3355)
C (-4.4579, 1.3502, 5.9295)
C (-3.1028, 0.5815, 5.8744)
C (-1.9584, 1.4400, 6.4892)
C (-1.4460, 2.5482, 5.5791)
C (-1.0772, 1.9919, 4.2090)
C (-2.2498, 1.2211, 3.5511)
N (-2.8318, 0.1684, 4.4554)
O (-1.9294, -0.9095, 4.4875)
C (-3.3428, 2.2415, 3.1273)
C (-1.7578, 0.6298, 2.1881)
C (-3.3182, -0.6294, 6.8456)
H (-4.9742, 1.3652, 4.9634)
H (-5.1757, 0.8816, 6.6109)
H (-4.3317, 2.3867, 6.2591)
H (-1.1066, 0.7931, 6.7409)
H (-2.2879, 1.8835, 7.4381)
H (-2.1916, 3.3445, 5.4882)
H (-0.5615, 3.0097, 6.0323)
H (-0.7573, 2.8166, 3.5636)
H (-0.2069, 1.3306, 4.3189)
H (-4.2117, 1.7319, 2.6938)
H (-2.9601, 2.9324, 2.3692)
H (-3.6929, 2.8679, 3.9505)
H (-0.8819, -0.0185, 2.3016)
H (-1.4586, 1.4283, 1.4980)
H (-2.5497, 0.0535, 1.6959)
H (-4.0852, -1.3139, 6.4659)
H (-3.6440, -0.2808, 7.8344)
H (-2.3990, -1.2027, 7.0148)

Forces on the atoms, in the same order (eV/Å):
-0.99 -5.46 -1.49
0.91 2.77 1.21
-1.52 1.36 -2.19
0.18 0.88 2.01
-1.68 0.03 0.94
0.00 -0.25 0.60
-1.02 -0.57 -0.86
0.98 -0.07 1.13
0.07 1.72 0.01
4.49 -1.09 0.76
-0.03 -4.00 -0.33
-3.85 2.59 -4.99
5.32 -4.78 6.85
1.67 -1.69 -4.24
-2.37 0.04 1.64
-3.18 -2.59 -1.10
-2.14 2.26 0.04
-0.57 5.88 0.79
0.39 -0.32 0.62
1.28 0.30 -0.47
-1.26 -0.29 -0.70
-0.42 1.24 0.22
0.76 -1.97 0.85
0.98 0.24 -2.32
1.46 1.50 -1.63
1.85 -1.40 0.96
1.51 2.09 0.60
-1.99 0.85 -0.65
1.99 -0.96 0.82
-0.25 1.57 1.65
2.77 -1.26 0.41
-2.15 -1.71 -0.87
-2.65 1.42 -0.45
-0.42 1.54 0.10
0.00 -0.42 -0.34
-1.56 1.06 -0.72
0.27 -0.18 0.20
0.01 0.01 -0.04
-0.29 0.26 0.22
0.85 -1.55 -1.02
2.38 1.94 4.07
-1.14 -0.85 -3.49
-0.28 0.30 -0.14
-0.32 0.52 0.47
0.61 -0.44 0.50
0.17 0.20 0.09
0.28 0.14 0.13
0.00 -0.11 0.09
-0.18 -0.22 0.00
-0.21 -0.27 0.17
0.00 -0.05 0.04
-0.11 -0.07 -0.03
-0.17 -0.23 0.09
-0.20 -0.15 -0.03
0.08 0.15 0.07
-0.06 0.21 0.30
-0.05 -0.06 0.13
-0.29 0.05 -0.14
-0.29 0.36 -0.07
0.04 0.19 -0.01
0.16 0.03 -0.08
0.24 -0.34 -0.21
-0.02 -0.29 -0.17
-0.27 0.26 -0.38
-1.27 0.15 1.50
0.24 -0.06 -0.25
-0.03 -0.02 0.00
-0.05 -0.17 0.28
-0.19 1.11 -1.71
4.33 -2.56 0.92
-2.71 2.56 -0.34
-0.21 0.02 0.33
0.07 -0.45 0.51
0.57 -0.26 -0.63
0.25 0.02 0.14
0.33 0.01 0.04
0.00 -0.10 -0.11
-0.22 -0.11 -0.14
-0.20 -0.27 -0.17
0.01 -0.04 -0.05
-0.12 -0.02 -0.03
-0.20 -0.24 -0.17
-0.22 -0.09 -0.06
0.15 0.00 0.12
0.21 -0.25 0.10
0.00 -0.14 -0.04
-0.25 0.01 0.18
-0.21 0.07 0.43
0.04 0.02 0.19
0.13 0.14 -0.03
0.01 0.26 -0.39
-0.18 0.12 -0.27

=====

- The lowest total energy belongs to which entry?
  C29H52FN6O4

=====

- Number 1 is which compound?
  C3H10N4O

=====

- The lowest total charge belongs to which entry?
  C3H10N4O